[1]
The following is a quantum chemistry calculation of a molecular structure, C20H30N6OPS3V, from the Open Molecules 2025 dataset.

Values from the calculation:
**Charge**: +1
**Multiplicity**: 2
**HOMO (spin up / spin down)**: -9.882 / -9.398 eV
**Kohn-Sham gap (spin up / spin down)**: 7.7254 / 7.3759 eV

```
62
Properties=species:S:1:pos:R:3:forces:R:3
V 0.791873 -0.059833 0.100368 -0.287 -0.353 -0.139
S -1.244140 0.206199 -1.219850 -0.046 0.300 -0.072
C -1.270459 -1.445971 -0.761973 -0.085 0.048 0.066
N -0.189414 -1.928184 -0.194645 0.156 -0.309 -0.189
C -0.292854 -3.284243 0.054706 -0.228 -0.214 0.040
C 0.714929 -4.118012 0.538582 -0.029 0.060 -0.008
C 0.434648 -5.458176 0.732485 0.013 0.013 0.000
C -0.827759 -5.977056 0.439303 -0.010 -0.034 0.004
C -1.826604 -5.167828 -0.071466 -0.041 0.007 -0.019
C -1.550330 -3.821403 -0.266153 0.108 0.077 0.032
S -2.574237 -2.574331 -0.937154 0.159 -0.080 0.040
H 1.710124 -3.723563 0.712419 -0.008 0.006 0.026
H 1.208852 -6.120151 1.097118 0.006 0.006 -0.002
H -1.021190 -7.029918 0.592358 -0.005 0.002 0.003
H -2.796159 -5.576368 -0.322628 0.000 -0.011 0.004
N 0.680075 -1.880811 3.035320 -0.112 0.041 0.028
C -0.179945 -0.891380 3.348884 0.151 -0.304 -0.141
S -0.517305 0.323624 2.212048 0.101 0.309 0.071
N -0.733872 -0.953598 4.560060 0.048 -0.070 0.070
C -1.646272 -0.056372 5.187944 -0.196 0.128 0.046
C -1.470159 1.318721 5.158017 0.038 -0.010 0.016
C -2.375034 2.131118 5.824396 0.022 0.010 -0.013
C -3.433755 1.580816 6.529511 -0.028 -0.021 0.026
C -3.591371 0.203224 6.571688 0.001 0.035 0.001
C -2.701746 -0.616305 5.898044 0.039 -0.014 -0.072
H 0.884974 -1.973468 2.050414 0.009 -0.029 0.011
H 0.708308 -2.729107 3.580666 0.013 0.007 0.009
H -0.563444 -1.798618 5.086119 0.050 0.021 0.007
H -0.636528 1.751538 4.625820 0.005 -0.010 0.002
H -2.241233 3.204116 5.798755 -0.001 0.004 0.002
H -4.131005 2.223131 7.049661 -0.004 -0.003 0.002
H -4.411726 -0.235683 7.122771 0.000 -0.003 0.000
H -2.831112 -1.692179 5.915664 0.006 0.000 -0.006
C 3.008079 2.973865 -3.071497 0.030 0.012 0.012
N 2.459818 1.706715 -2.603158 0.081 -0.109 0.261
C 1.433232 1.132676 -3.473017 -0.019 -0.009 -0.010
P 2.874726 1.058919 -1.164717 0.410 0.705 -0.095
O 2.416932 -0.370482 -1.077720 -0.146 -0.515 0.227
N 2.051647 1.826586 0.123191 0.048 0.246 -0.173
C 1.260569 3.038713 -0.142215 -0.036 0.090 0.025
C 2.692094 1.858162 1.450901 0.034 -0.037 0.100
N 4.480434 1.177448 -0.835646 -0.274 0.042 -0.140
C 5.361739 0.157408 -1.410957 -0.010 -0.006 -0.011
C 5.156165 2.427935 -0.510493 -0.008 -0.015 0.015
H 2.200719 3.680793 -3.275624 -0.005 -0.002 0.018
H 3.577199 2.825974 -3.991497 -0.006 0.002 0.004
H 3.664100 3.419219 -2.326779 -0.001 0.005 -0.035
H 0.567781 1.796758 -3.535563 -0.003 -0.016 0.007
H 1.107264 0.171386 -3.089393 -0.006 0.006 -0.026
H 1.848738 0.999567 -4.473424 0.002 0.000 0.004
H 0.780265 2.966065 -1.114740 0.007 -0.004 0.010
H 1.879673 3.940054 -0.101291 0.009 -0.004 -0.005
H 0.481886 3.119247 0.617266 0.018 -0.009 -0.007
H 3.290958 0.959056 1.597624 -0.003 0.017 0.016
H 1.913315 1.891396 2.212856 0.002 0.000 -0.026
H 3.335529 2.731729 1.574115 0.001 -0.017 -0.026
H 4.795749 -0.749073 -1.611326 0.027 -0.013 0.001
H 6.150638 -0.075551 -0.694895 -0.003 0.003 -0.001
H 5.821470 0.508027 -2.338799 -0.005 0.001 0.002
H 4.444889 3.189404 -0.194241 0.013 -0.005 -0.003
H 5.708427 2.811565 -1.372810 0.000 0.006 0.010
H 5.863672 2.258415 0.303217 -0.004 0.018 0.002
```
Positions in Å, forces in eV/Å.


[2]
The following is a quantum chemistry calculation of a molecular structure, C6CuF18O18S6 in a non-equilibrium geometry, from the Open Molecules 2025 dataset.

Values from the calculation:
**Charge**: -4
**Multiplicity**: 2
**HOMO (spin up / spin down)**: 1.766 / 1.767 eV
**Kohn-Sham gap (spin up / spin down)**: 6.3065 / 6.3057 eV

```
49
Properties=species:S:1:pos:R:3:forces:R:3
Cu 0.289750 -0.462437 -0.245191 -0.602 1.670 0.859
C -4.248510 -0.925557 0.682859 2.010 1.307 -1.280
F -5.227650 -1.191607 -0.179681 -0.536 -0.139 0.110
F -4.806750 -0.484197 1.817379 -0.171 -1.018 0.565
F -3.512280 -2.042977 0.799429 -0.906 0.275 0.909
S -3.120860 0.471983 0.009469 0.397 1.344 -4.079
O -1.750660 -0.027057 0.179349 -0.306 -0.071 1.360
O -3.416830 0.456443 -1.444841 -0.718 -0.031 2.658
O -3.492700 1.711033 0.694269 0.112 -1.833 0.138
C 4.509340 -1.853107 1.157709 -0.937 1.870 -1.992
F 5.392720 -1.736107 2.121499 0.212 -0.412 1.089
F 5.273960 -1.964397 0.016599 -0.455 -1.166 0.233
F 3.681370 -2.876317 1.337409 1.048 -0.271 -0.090
S 3.507950 -0.287427 0.915859 -0.859 4.803 2.988
O 4.431640 0.730533 0.319239 -1.070 -2.918 0.089
O 2.355080 -0.691927 0.079589 1.260 -0.551 -0.405
O 3.134920 0.136853 2.299189 1.208 -2.062 -2.939
C -1.176590 -3.366327 -4.033551 -0.054 2.268 0.291
F -0.799530 -4.489687 -3.487241 -0.528 -2.015 0.488
F -0.054360 -2.915677 -4.608951 0.195 0.690 -0.462
F -2.061740 -3.559037 -5.067681 0.383 -0.438 0.967
S -1.848000 -2.089687 -2.728271 -0.802 3.496 1.763
O -2.945940 -2.685947 -1.980161 1.158 -1.456 -0.607
O -0.703710 -1.645297 -1.868711 -0.616 -2.211 -1.539
O -2.317770 -1.006437 -3.552631 0.653 -1.165 -1.201
C -1.368670 -2.150667 3.813609 1.126 2.222 -2.734
F -1.708120 -3.403907 3.605409 -0.450 -0.940 -0.674
F -2.310180 -1.304567 3.246219 0.856 -1.284 1.028
F -1.365290 -1.993807 5.106769 -0.117 0.599 1.653
S 0.392870 -1.642647 3.060779 3.708 1.364 1.996
O 0.840240 -0.411687 3.740249 -2.072 -2.547 0.090
O 1.285950 -2.805897 3.331749 -2.069 0.754 -0.056
O 0.234470 -1.391517 1.651919 -1.329 -0.835 -1.464
C 2.193970 3.799343 1.007229 -3.181 -2.862 -0.101
F 2.492750 4.708513 1.909679 0.982 1.153 0.375
F 1.743380 4.381813 -0.113081 0.040 0.792 0.033
F 3.208070 3.050053 0.652909 1.240 0.361 0.243
S 0.848050 2.613723 1.758599 -0.622 -2.541 1.980
O 0.758530 1.512073 0.792109 0.476 1.283 0.183
O 1.421730 2.107683 3.035159 -0.380 2.358 -1.799
O -0.394270 3.368013 1.905309 1.314 0.442 -0.214
C 0.627990 3.459883 -3.214481 -1.431 -2.048 1.880
F 0.575060 3.173743 -4.524241 0.233 0.616 -0.236
F 1.884600 3.422853 -2.802501 0.612 0.155 -0.330
F 0.162560 4.699783 -2.977981 0.066 -0.117 -0.641
S -0.474720 2.122713 -2.217381 -3.528 -1.036 1.305
O -1.505120 1.600033 -3.115881 1.810 1.667 -0.573
O 0.403850 1.024233 -1.792981 1.406 0.020 -0.506
O -1.040550 2.854583 -1.092081 1.231 0.456 -1.352
```
Positions in Å, forces in eV/Å.


Number 1: calculated total energy -99695.5961 eV. Number 2: calculated total energy -201637.3260 eV.